Record 1
This record from OMol25 describes a structure of composition C2H2AlFO. The level of theory is the ωB97M-V functional and the def2-TZVPD basis.

Structure (XYZ):
```
7
Properties=species:S:1:pos:R:3:forces:R:3
C 0.1142 -0.6671 -0.1880 -5.583 1.869 1.538
C -1.0775 -0.4164 0.4410 2.277 0.556 -3.628
O 1.3056 -0.6854 -0.0901 2.268 -1.355 -0.473
H -1.0134 -1.6504 -0.1060 -0.891 0.497 0.506
F -1.8098 0.5820 0.0237 -0.425 -1.833 1.051
Al 2.6780 -0.4483 0.7864 1.960 0.202 0.766
H 4.0058 -0.2826 1.4957 0.394 0.064 0.240
```
Positions in Å, forces in eV/Å.

Calculated values
Highest occupied orbital energy (eV): -21.467
Gap between HOMO and LUMO (eV): 9.64
Total charge: +2
Relative energy (zero: lowest compared OMol25 entry of this formula, charge and spin) (kcal per mole): 104.23

---

Record 2
This record from OMol25 describes a cluster of 5 separate species, C3H14N2O3 in total. The level of theory is the ωB97M-V functional and the def2-TZVPD basis.

Structure (XYZ):
```
22
Properties=species:S:1:pos:R:3:forces:R:3
C 0.4855 1.4615 1.5891 2.008 -1.427 -0.879
C -0.5243 1.6269 0.4748 1.868 -1.169 0.031
N -0.1009 2.3016 -0.7032 -2.648 -0.778 0.536
C -0.8139 -2.1887 -0.8984 -1.293 -3.790 1.442
N -0.6339 -3.1858 -0.0270 0.208 5.170 -2.616
H 1.5951 1.1509 1.4098 -2.082 0.628 -0.509
H 0.0814 0.6209 2.1385 -0.290 -0.696 0.635
H 0.4913 2.2844 2.2459 -0.124 1.128 0.935
H -0.8145 0.5696 0.1442 -0.246 0.517 0.153
H -1.3412 2.0520 0.9730 -1.998 0.543 0.144
H 0.8276 2.1304 -0.6784 4.730 0.830 0.201
H -0.2876 -2.1082 -1.9056 -0.515 -0.076 1.068
H -1.8048 -1.6265 -0.7341 1.975 0.227 -0.310
H -0.2186 1.6477 -1.4838 -1.110 0.004 -1.958
H 0.9721 0.4248 -3.1994 0.329 0.371 -0.713
O 0.5098 0.3911 -2.3688 -0.764 -0.570 1.239
H 1.5140 -1.3790 -0.3076 0.823 0.507 0.212
H 1.5792 -0.1714 -1.2482 1.123 -0.730 1.220
O 2.1291 -0.6365 -0.4948 -1.845 0.134 -1.291
H -1.6454 -1.4961 2.4331 -0.013 0.080 0.052
H -0.9439 -2.7002 0.9046 -0.196 -0.091 0.275
O -1.0561 -1.1694 1.7363 0.060 -0.811 0.134
```
Positions in Å, forces in eV/Å.

Calculated values
Highest occupied orbital energy (eV): -9.236
Gap between HOMO and LUMO (eV): 3.54
Relative energy (zero: lowest compared OMol25 entry of this formula, charge and spin) (kcal per mole): 259.93

---

Record 3
This record from OMol25 describes a cluster of 4 separate species, C15H41FIO15P5 in total. The level of theory is the ωB97M-V functional and the def2-TZVPD basis.

Structure (XYZ):
```
78
Properties=species:S:1:pos:R:3:forces:R:3
O -0.1256 -1.6733 -0.6283 -1.074 1.971 -1.421
P -0.6799 -0.4277 -1.3653 2.354 -1.779 2.019
P -2.8024 -0.6145 -1.9025 -0.774 -0.284 0.531
F -4.4915 -0.6897 -2.3306 1.094 -0.200 -0.320
C -3.3018 -1.2053 -0.1586 -0.538 -0.269 0.044
C -3.5896 -2.7887 -0.2869 -0.320 -0.360 0.285
C -4.8719 -3.2481 0.5896 0.722 0.900 -0.897
I -5.1016 -5.4086 0.1903 0.003 0.955 0.457
C -2.2952 -1.7978 -3.2813 -0.229 -0.625 -2.076
C -3.0495 -1.4712 -4.6922 0.358 -1.530 0.114
C -2.1822 -2.2618 -5.8034 0.986 2.036 -0.572
O -1.4638 -1.6550 -6.6043 -2.261 -2.430 2.198
O -2.2846 -3.6940 -5.7405 0.637 2.031 0.259
H 0.0520 -0.1652 -2.5929 -0.450 0.259 0.602
H -0.5243 0.7709 -0.5620 -0.084 -0.376 -0.623
H -2.8076 0.8043 -2.1710 -0.299 -0.729 -0.149
H -4.2570 -0.6428 0.1465 1.401 -0.811 -0.643
H -2.4957 -0.9627 0.6034 -0.900 -0.520 -1.028
H -3.8437 -3.1082 -1.3605 0.387 0.695 1.554
H -2.6404 -3.3668 0.0075 -1.499 0.877 -0.323
H -4.7368 -3.0189 1.6919 -0.272 -0.590 -1.381
H -5.8224 -2.7672 0.1698 1.435 -0.682 0.745
H -1.1728 -1.7453 -3.5324 -1.621 0.147 0.834
H -2.5107 -2.8974 -3.0749 0.156 1.557 0.298
H -4.0873 -1.9580 -4.6945 1.423 1.053 0.132
H -3.0729 -0.3525 -4.8715 0.036 -1.563 -0.132
H -1.7621 -3.9842 -4.9630 -0.436 0.124 -0.525
C 2.5690 4.7832 1.9153 -0.231 0.509 0.168
O 3.2808 3.7160 1.2978 -0.111 -0.580 -0.061
P 2.5748 2.2756 1.2540 -0.514 -0.315 -0.131
O 1.1012 2.2988 1.3803 1.135 0.079 -0.227
O 3.3377 1.4470 2.3927 -0.157 -0.030 -0.869
C 3.0669 1.7862 3.7440 -0.100 0.161 0.494
O 3.1215 1.6333 -0.0988 -0.608 0.418 0.895
C 4.5227 1.4334 -0.2429 0.740 -0.221 -0.091
H 1.9158 5.2590 1.1820 -0.031 -0.048 0.112
H 1.9751 4.4322 2.7611 -0.038 0.041 -0.124
H 3.2909 5.5159 2.2783 0.070 -0.150 -0.118
H 1.9905 1.8254 3.9257 0.043 0.006 -0.037
H 3.5201 2.7514 3.9841 -0.017 -0.029 0.025
H 3.5060 1.0247 4.3878 0.026 0.010 -0.202
H 4.8293 0.5467 0.3144 0.030 0.122 0.039
H 5.0856 2.3015 0.1057 -0.038 -0.076 0.017
H 4.7430 1.2767 -1.3000 -0.228 0.057 0.065
C 7.4506 -2.4951 0.6692 -0.545 -0.285 -0.070
O 8.7756 -2.1152 1.0284 0.318 0.555 0.067
P 9.0566 -0.5598 1.3043 -0.457 0.485 0.496
O 7.8608 0.2371 1.6598 1.022 -0.774 -0.331
O 9.8235 -0.0770 -0.0183 0.190 -0.022 0.782
C 9.0630 0.0406 -1.2108 -0.286 -0.003 -0.419
O 10.2046 -0.5782 2.4105 -0.888 0.151 -0.743
C 11.4471 -1.1938 2.0959 0.672 -0.244 -0.103
H 6.8642 -2.6726 1.5720 -0.023 0.082 -0.101
H 6.9649 -1.7290 0.0620 -0.018 -0.036 0.125
H 7.5006 -3.4175 0.0892 0.167 0.067 0.090
H 8.1546 0.6213 -1.0355 0.036 -0.035 0.021
H 8.8030 -0.9522 -1.5867 -0.018 0.041 -0.017
H 9.6684 0.5501 -1.9601 0.059 -0.049 0.176
H 12.0443 -0.5256 1.4732 -0.054 -0.071 -0.007
H 11.2996 -2.1456 1.5811 -0.011 0.067 0.023
H 11.9852 -1.3804 3.0262 -0.212 0.087 -0.015
C -9.1964 -0.3175 1.7635 -0.378 -0.363 0.306
O -8.2730 0.2904 0.8658 0.411 0.459 0.000
P -7.2662 1.3887 1.4621 0.422 0.011 0.619
O -7.0374 1.2975 2.9193 -0.206 -0.033 -1.219
O -7.8827 2.7799 0.9585 0.711 -0.411 -0.129
C -9.0837 3.2245 1.5706 -0.454 0.121 0.236
O -5.9583 1.2219 0.5648 -0.832 0.108 0.816
C -6.0570 1.4417 -0.8389 0.136 0.304 -0.772
H -8.7282 -1.1802 2.2403 -0.057 0.102 0.057
H -9.5334 0.3848 2.5280 0.091 -0.107 0.010
H -10.0638 -0.6524 1.1931 0.164 0.062 -0.106
H -8.9998 3.1899 2.6590 0.013 -0.023 -0.053
H -9.9214 2.6040 1.2423 -0.001 0.033 0.030
H -9.2699 4.2533 1.2635 0.147 -0.111 -0.066
H -6.0736 2.5135 -1.0458 -0.101 -0.050 0.059
H -6.9512 0.9714 -1.2529 0.073 -0.001 0.034
H -5.1804 1.0039 -1.3176 -0.294 0.075 0.265
```
Positions in Å, forces in eV/Å.

Calculated values
Highest occupied orbital energy (eV): -9.062
Gap between HOMO and LUMO (eV): 9.40

---

Record 4
This record from OMol25 describes an isolated molecule of C6H10O. The level of theory is the ωB97M-V functional and the def2-TZVPD basis.

Structure (XYZ):
```
17
Properties=species:S:1:pos:R:3:forces:R:3
C -1.2730 -0.7433 -1.2280 -0.072 -0.027 0.034
C -0.7047 0.5455 -0.6188 0.006 0.060 -0.101
C 0.2094 0.4286 0.6360 0.162 0.020 -0.259
C 1.2108 1.5831 0.6265 0.046 0.037 0.005
O -0.5455 0.5699 1.8380 -0.151 -0.194 0.092
C 0.9156 -0.8696 0.6576 0.119 -0.520 -0.018
C 1.3755 -1.9831 0.6563 -0.118 0.449 0.013
H -2.2583 -0.9972 -0.8284 0.095 0.028 0.031
H -0.6130 -1.5959 -1.0503 -0.075 0.128 -0.084
H -1.3785 -0.6334 -2.3116 -0.065 0.008 0.161
H -1.5169 1.2170 -0.3151 0.175 -0.055 -0.085
H -0.1323 1.0762 -1.3865 -0.019 -0.106 0.080
H 1.8082 1.5812 1.5409 -0.098 -0.014 -0.098
H 1.8752 1.4891 -0.2370 -0.073 0.025 0.133
H 0.6698 2.5322 0.5516 0.049 -0.139 0.047
H -0.9868 -0.2707 2.0139 0.013 0.126 0.006
H 1.7751 -2.9728 0.6417 0.005 0.174 0.042
```
Positions in Å, forces in eV/Å.

Calculated values
Highest occupied orbital energy (eV): -10.149
Gap between HOMO and LUMO (eV): 11.13
Relative energy (zero: lowest compared OMol25 entry of this formula, charge and spin) (kcal per mole): 37.57

---

Record 5
This record from OMol25 describes a structure of composition C30H49FFeP2. The level of theory is the ωB97M-V functional and the def2-TZVPD basis.

Structure (XYZ):
```
83
Properties=species:S:1:pos:R:3:forces:R:3
Fe -0.1810 -0.0323 0.0054 -0.304 -0.230 -0.181
C -1.7976 1.5664 0.1439 -0.722 -0.975 0.467
C -2.1858 0.6703 -0.9099 0.290 -0.198 1.123
C -2.1347 -0.5442 1.0632 -0.064 0.917 -0.552
C -1.7675 0.8172 1.3734 -0.836 -0.259 -1.066
C -2.3766 -0.6385 -0.3507 0.104 1.020 0.629
C -1.7527 3.0485 0.0275 -0.022 0.559 -0.080
H -1.3963 3.3742 -0.9621 -0.063 -0.044 0.336
H -1.1183 3.4965 0.8048 -0.166 -0.023 -0.318
H -2.7620 3.4822 0.1490 0.323 -0.205 -0.015
C -1.6310 1.3857 2.7418 0.133 0.041 0.417
H -1.4615 2.4714 2.7012 -0.048 -0.377 0.123
H -0.8046 0.9105 3.2924 -0.334 0.344 -0.030
H -2.5546 1.2012 3.3135 0.270 0.154 -0.120
C -2.5008 -1.5893 2.0588 -0.072 -0.434 0.386
H -3.5985 -1.7271 2.0896 0.468 0.017 -0.050
H -2.1847 -1.3006 3.0695 -0.123 -0.101 -0.208
H -2.0467 -2.5685 1.8328 -0.195 0.207 0.086
C -2.9771 -1.8023 -1.0506 -0.198 -0.486 -0.445
H -4.0775 -1.7312 -1.0914 0.329 0.064 0.071
H -2.7352 -2.7432 -0.5428 -0.150 0.223 -0.163
H -2.6253 -1.8764 -2.0930 -0.125 -0.028 0.381
C -2.5340 1.0983 -2.2783 -0.053 0.232 -0.896
H -3.5436 1.5432 -2.3528 0.328 -0.205 0.234
H -2.4944 0.2526 -2.9733 -0.074 0.366 0.225
H -1.8238 1.8562 -2.6340 -0.360 -0.174 -0.012
C 1.5792 0.4791 -3.2108 -0.195 0.357 -0.087
C 0.5446 1.3069 -3.4009 0.657 0.024 0.316
C -0.1147 1.5245 -4.7267 -0.090 0.563 -0.080
C -1.0196 0.3952 -5.2832 -0.592 -0.039 -0.221
C -1.0780 -0.9027 -4.5156 0.402 -0.551 -0.210
C -0.0178 -1.7045 -4.3541 -0.431 0.108 -0.194
C 1.3229 -1.4247 -4.9781 0.283 -0.337 -0.112
C 2.1959 -0.3174 -4.3225 0.536 -0.123 0.007
H 0.6392 1.7603 -5.4948 -0.044 -0.073 0.344
H -0.6895 0.2260 -6.3205 -0.243 -0.226 0.280
H -0.7313 2.4289 -4.6283 0.188 -0.187 -0.172
H 2.5180 0.3581 -5.1337 -0.055 -0.076 0.403
H 2.0923 0.4066 -2.2426 -0.369 0.107 -0.291
H 0.2127 1.9721 -2.5983 0.114 -0.452 -0.114
H 3.1121 -0.7869 -3.9346 -0.187 0.200 -0.181
H 1.9038 -2.3590 -4.9496 -0.174 0.263 -0.177
H -0.1101 -2.6547 -3.8147 -0.117 0.382 -0.292
H 1.2207 -1.1535 -6.0419 -0.239 -0.239 0.332
H -2.0454 0.7887 -5.3406 0.317 -0.137 -0.123
H -2.0643 -1.2241 -4.1612 0.476 0.058 -0.049
P 1.5844 1.3710 0.9221 0.630 1.443 -0.567
C 1.4988 2.7068 2.1784 -0.113 0.042 0.741
H 2.4888 3.1852 2.2244 -0.328 -0.038 -0.058
H 1.2560 2.3103 3.1673 0.047 0.266 -0.197
H 0.7445 3.4610 1.9204 0.264 -0.256 -0.122
C 3.3492 0.9370 0.7801 0.372 -0.285 0.213
H 3.9363 1.7469 1.2297 0.062 -0.198 -0.218
H 3.6418 0.8160 -0.2694 -0.124 0.129 0.196
H 3.5485 0.0092 1.3189 0.198 0.136 -0.184
C 1.6344 2.6134 -0.4860 -0.073 0.183 -0.509
H 1.8855 2.1429 -1.4414 0.022 0.143 0.365
H 2.3944 3.3812 -0.2818 -0.094 -0.248 0.123
H 0.6759 3.1260 -0.6103 0.186 -0.154 0.144
P 0.9640 -2.1877 -0.1588 -0.093 -1.035 -0.226
C -0.1136 -3.4090 -1.0054 0.145 -0.035 -0.215
H 0.4869 -4.2833 -1.3035 -0.194 0.246 0.079
H -0.5618 -2.9499 -1.8986 0.110 -0.228 0.420
H -0.9083 -3.7440 -0.3286 0.208 0.104 -0.165
C 2.4289 -2.1904 -1.2439 0.194 -0.014 -0.127
H 2.1089 -2.0839 -2.2878 0.090 0.021 0.260
H 2.9599 -3.1435 -1.1252 -0.068 0.222 -0.101
H 3.1038 -1.3645 -0.9897 -0.086 -0.228 -0.089
C 1.5435 -3.2410 1.2301 0.163 0.108 0.175
H 2.0933 -4.1035 0.8202 -0.282 0.253 0.100
H 0.6872 -3.5959 1.8190 0.221 0.090 -0.158
H 2.2071 -2.6848 1.9009 -0.106 -0.135 -0.148
F 1.8597 -1.9181 6.5451 -0.118 0.516 -1.124
C 1.7877 -1.3029 5.3187 -0.046 -0.597 0.929
C 2.7717 -0.3838 4.9928 -0.337 0.233 -0.909
C 2.6669 0.2328 3.7257 0.573 0.231 0.572
C 1.6194 -0.0546 2.8793 0.034 -0.933 0.905
C 0.6709 -0.9883 3.2162 -0.339 -0.531 0.344
C 0.7433 -1.6402 4.4641 0.250 0.495 -0.380
H 3.5875 -0.1384 5.6729 -0.298 -0.151 -0.168
H 3.4239 0.9612 3.4432 -0.078 -0.107 0.144
H -0.1353 -1.2612 2.5386 0.223 0.158 0.168
H -0.0057 -2.3784 4.7408 0.218 0.132 0.068
```
Positions in Å, forces in eV/Å.

Calculated values
Highest occupied orbital energy (alpha / beta) (eV): -9.691 / -11.190
Gap between HOMO and LUMO (alpha / beta) (eV): 7.97 / 6.76
2S+1: 6
Total charge: +1
Relative energy (zero: lowest compared OMol25 entry of this formula, charge and spin) (kcal per mole): 0.00

---

What is the formula in the fourth record? C6H10O